C3H2ClNO2 | ωB97M-V with the def2-TZVPD basis set

The calculation puts the energy relative to the best compared isomer or geometry (same formula, charge and spin) at 1.393 eV. The LUMO energy comes out at -0.485 eV. For the HOMO energy, the calculation gives -10.7 eV. For the total energy, the calculation gives -780.90004 Eh.

```
9
C3H2ClNO2 (ωB97M-V with the def2-TZVPD basis set)
O 0.768 1.470 1.235
C -1.564 -0.073 -0.062
C 1.427 -0.153 -0.455
H -1.441 -0.593 0.889
O 2.007 -0.179 -1.471
C 0.547 0.813 0.255
H -2.463 -0.262 -0.635
Cl 1.366 -1.736 0.608
N -0.648 0.713 -0.364
```



C3H2ClNOS | ωB97M-V with the def2-TZVPD basis set

The calculation puts the energy relative to the best compared isomer or geometry (same formula, charge and spin) at 4.470 eV. The LUMO energy (alpha / beta) comes out at -1.671 / -1.151 eV. For the HOMO energy (alpha / beta), the calculation gives -8.2 / -9.3 eV. For the total energy, the calculation gives -1103.71426 Eh.

```
9
C3H2ClNOS (ωB97M-V with the def2-TZVPD basis set)
S 1.471 0.298 -0.248
H 0.381 -2.033 -0.328
N 1.809 1.708 0.348
Cl -2.856 0.626 0.089
O -1.563 -1.934 0.197
H 2.808 1.854 0.411
C -0.505 -1.429 -0.061
C -1.287 0.879 -0.303
C -0.258 0.030 -0.105
```



C3H2ClNS | ωB97M-V with the def2-TZVPD basis set

The calculation puts the energy relative to the best compared isomer or geometry (same formula, charge and spin) at 5.263 eV. The LUMO energy comes out at -0.282 eV. For the HOMO energy, the calculation gives -8.4 eV. For the total energy, the calculation gives -1028.44807 Eh.

```
8
C3H2ClNS (ωB97M-V with the def2-TZVPD basis set)
H -0.327 -2.085 -0.059
H 0.521 1.809 -0.521
Cl 4.763 -0.633 -0.107
C 3.205 -0.302 -0.267
S 2.630 1.039 0.613
C -0.398 -1.046 0.537
N 0.259 -0.134 0.159
C 0.971 0.902 -0.010
```



C3H2CrLiO2 | ωB97M-V with the def2-TZVPD basis set

The calculation puts the energy relative to the best compared isomer or geometry (same formula, charge and spin) at 3.643 eV. The LUMO energy (alpha / beta) comes out at -0.493 / -0.502 eV. Its spin multiplicity is 6. For the HOMO energy (alpha / beta), the calculation gives -5.8 / -7.0 eV. For the total energy, the calculation gives -1317.66471 Eh.

```
9
C3H2CrLiO2 (ωB97M-V with the def2-TZVPD basis set)
C -1.373 0.715 -0.885
Cr 1.857 0.639 0.623
C -0.103 0.357 -0.243
O -1.589 0.307 0.464
Li -1.879 -1.606 0.658
O 1.209 -0.799 -0.683
H -1.773 0.087 -1.692
H -1.513 1.789 -1.059
C 0.044 -0.932 0.318
```



C3H2CuLiO3 | ωB97M-V with the def2-TZVPD basis set

Its total charge is +2. The calculation puts the energy relative to the best compared isomer or geometry (same formula, charge and spin) at 3.500 eV. The LUMO energy (alpha / beta) comes out at -10.887 / -13.610 eV. Its spin multiplicity is 3. For the HOMO energy (alpha / beta), the calculation gives -16.4 / -19.4 eV. For the total energy, the calculation gives -1988.35339 Eh.

```
10
C3H2CuLiO3 (ωB97M-V with the def2-TZVPD basis set)
C -1.003 -3.186 0.759
O 0.062 -2.416 0.656
Li -0.050 -5.538 0.642
O 1.376 -4.259 0.665
O 2.280 -2.272 0.580
Cu 3.256 -3.936 0.532
C 1.276 -2.993 0.644
H -2.902 -4.321 0.516
H -2.378 -3.274 -1.421
C -1.994 -3.770 0.310
```



C3H2CuO3 | ωB97M-V with the def2-TZVPD basis set

Its total charge is +1. The calculation puts the energy relative to the best compared isomer or geometry (same formula, charge and spin) at 2.364 eV. The LUMO energy (alpha / beta) comes out at -5.305 / -7.898 eV. Its spin multiplicity is 3. For the HOMO energy (alpha / beta), the calculation gives -11.2 / -14.9 eV. For the total energy, the calculation gives -1981.21965 Eh.

```
9
C3H2CuO3 (ωB97M-V with the def2-TZVPD basis set)
O -1.612 0.235 -0.675
O 1.876 -0.423 -0.197
C -1.897 0.297 0.544
O -2.556 0.697 1.411
Cu 3.637 -0.181 -0.234
C -0.450 -0.505 -0.116
C 0.788 0.183 -0.231
H 0.751 1.285 -0.298
H -0.538 -1.588 -0.205
```



C3H2F2O | ωB97M-V with the def2-TZVPD basis set

The calculation puts the energy relative to the best compared isomer or geometry (same formula, charge and spin) at 1.927 eV. The LUMO energy comes out at 0.839 eV. For the HOMO energy, the calculation gives -11.3 eV. For the total energy, the calculation gives -390.38986 Eh.

```
8
C3H2F2O (ωB97M-V with the def2-TZVPD basis set)
C 0.647 -0.068 -0.124
H -2.634 1.480 0.226
H 0.953 -2.129 0.574
C -0.619 0.656 -0.154
O 0.618 -1.636 -0.209
F 1.397 0.286 -1.165
C -1.712 1.131 -0.079
F 1.349 0.281 0.931
```



C3H2F2O | ωB97M-V with the def2-TZVPD basis set

The calculation puts the energy relative to the best compared isomer or geometry (same formula, charge and spin) at 1.420 eV. The LUMO energy (alpha / beta) comes out at 1.059 / -2.064 eV. Its spin multiplicity is 3. For the HOMO energy (alpha / beta), the calculation gives -7.0 / -9.6 eV. For the total energy, the calculation gives -390.25572 Eh.

```
8
C3H2F2O (ωB97M-V with the def2-TZVPD basis set)
C 0.504 -0.276 -0.693
H -0.706 0.869 1.419
C 0.353 1.043 -1.076
F -1.432 -0.921 2.123
H 1.008 -1.046 -1.271
C -0.718 -0.201 1.278
F 1.198 1.360 -2.082
O -0.208 -0.828 0.304
```



C3H2F2O2 | ωB97M-V with the def2-TZVPD basis set

The calculation puts the energy relative to the best compared isomer or geometry (same formula, charge and spin) at 2.244 eV. The LUMO energy comes out at -0.300 eV. For the HOMO energy, the calculation gives -9.3 eV. For the total energy, the calculation gives -465.64423 Eh.

```
9
C3H2F2O2 (ωB97M-V with the def2-TZVPD basis set)
F -0.726 -0.619 -0.247
H 2.427 -1.805 -0.420
F 2.564 -0.171 -1.381
H -1.307 0.385 1.437
O 2.115 -0.003 0.774
C -1.543 0.236 0.411
C 2.310 -0.660 -0.176
O -3.369 1.681 -0.246
C -2.471 0.957 -0.153
```



C3H2F2O2 | ωB97M-V with the def2-TZVPD basis set

The calculation puts the energy relative to the best compared isomer or geometry (same formula, charge and spin) at 1.137 eV. The LUMO energy comes out at 0.796 eV. For the HOMO energy, the calculation gives -11.0 eV. For the total energy, the calculation gives -465.68491 Eh.

```
9
C3H2F2O2 (ωB97M-V with the def2-TZVPD basis set)
H 0.325 -0.850 -1.321
F -0.005 -1.938 0.147
O -0.434 1.207 0.398
H 1.249 0.505 1.483
C 0.014 -0.715 -0.340
F 1.646 0.983 -0.372
C -1.199 0.241 -0.135
C 0.798 0.437 0.430
O -2.394 0.129 -0.291
```



C3H2F3I2O3S | ωB97M-V with the def2-TZVPD basis set

Its total charge is -1. The calculation puts the energy relative to the best compared isomer or geometry (same formula, charge and spin) at 0.000 eV. The LUMO energy comes out at 2.427 eV. For the HOMO energy, the calculation gives -5.5 eV. For the total energy, the calculation gives -1634.45699 Eh.

```
14
C3H2F3I2O3S (ωB97M-V with the def2-TZVPD basis set)
F 0.298 1.431 -1.559
O -1.526 -0.941 -1.386
H -1.477 0.597 -0.040
H -0.586 0.553 1.601
I 2.064 2.332 0.493
S -0.627 -1.608 -0.443
F -1.062 2.378 1.030
F 1.745 -0.782 -1.321
C 0.508 1.047 -0.272
I 1.649 -1.172 1.512
C -0.757 1.133 0.579
C 0.872 -0.437 -0.292
O -1.042 -1.678 0.959
O -0.057 -2.852 -0.860
```



C3H2F4O | ωB97M-V with the def2-TZVPD basis set

The calculation puts the energy relative to the best compared isomer or geometry (same formula, charge and spin) at 3.273 eV. The LUMO energy (alpha / beta) comes out at -0.053 / 0.051 eV. For the HOMO energy (alpha / beta), the calculation gives -8.9 / -8.6 eV. For the total energy, the calculation gives -590.07593 Eh.

```
10
C3H2F4O (ωB97M-V with the def2-TZVPD basis set)
H 0.563 0.030 -1.435
C -0.114 -0.887 0.199
F 2.870 -0.188 1.024
C 1.120 -0.515 -0.751
C 2.258 0.271 -0.021
F 2.097 1.587 0.120
H -0.889 0.315 1.444
F 0.186 -1.620 1.277
O -1.001 0.028 0.503
F 1.529 -1.670 -1.346
```



The lowest energy relative to the best compared isomer or geometry (same formula, charge and spin) belongs to which entry? C3H2F3I2O3S